This record from OMol25 describes a molecular structure, C33H43Cl2IN7OPS2Ti. The level of theory is ωB97M-V with the def2-TZVPD basis set.

As for the highest occupied orbital energy (alpha / beta): -7.00 / -7.72 eV. Its expectation value of S² is 2.01. Its spin multiplicity is 3. The calculation puts the HOMO-LUMO gap (alpha / beta) at 6.217 / 6.737 eV.

Cartesian coordinates (Å):
Ti1 -1.20 -0.46 -1.34
C1 3.20 -1.66 4.33
C2 3.25 -0.54 3.28
C3 2.86 0.80 3.93
C4 4.68 -0.44 2.74
C5 2.24 -0.80 2.17
C6 0.98 -1.33 2.44
C7 0.04 -1.39 1.43
N1 0.28 -0.98 0.20
C8 1.52 -0.56 -0.12
C9 2.50 -0.44 0.85
C10 1.74 -0.28 -1.56
C11 3.00 -0.04 -2.08
C12 3.18 0.13 -3.45
C13 2.04 0.03 -4.24
C14 0.81 -0.19 -3.66
N2 0.65 -0.33 -2.35
C15 4.53 0.40 -4.08
C16 4.86 -0.75 -5.05
C17 4.47 1.72 -4.86
C18 5.65 0.50 -3.04
H1 3.98 -1.48 5.08
H2 3.38 -2.64 3.88
H3 2.25 -1.68 4.86
H4 3.57 1.04 4.72
H5 1.86 0.74 4.37
H6 2.86 1.61 3.20
H7 5.37 -0.36 3.57
H8 4.81 0.45 2.12
H9 4.95 -1.32 2.15
H10 0.71 -1.67 3.43
H11 -0.96 -1.77 1.61
H12 3.47 -0.04 0.58
H13 3.85 0.01 -1.42
H14 2.09 0.13 -5.32
H15 -0.10 -0.26 -4.25
H16 4.15 -0.79 -5.87
H17 4.84 -1.71 -4.53
H18 5.86 -0.61 -5.47
H19 3.71 1.70 -5.64
H20 5.43 1.92 -5.33
H21 4.24 2.56 -4.19
H22 5.78 -0.44 -2.49
H23 5.45 1.30 -2.32
H24 6.59 0.73 -3.54
Cl1 -3.55 -1.22 -0.35
C19 -3.89 -2.67 -1.28
C20 -5.23 -3.00 -1.41
C21 -5.56 -4.16 -2.10
C22 -4.55 -4.94 -2.63
C23 -3.23 -4.57 -2.48
Cl2 -2.02 -5.61 -3.18
C24 -2.83 -3.41 -1.80
S1 -1.16 -2.96 -1.62
H25 -5.99 -2.36 -0.98
H26 -6.60 -4.44 -2.22
H27 -4.78 -5.85 -3.17
S2 1.13 3.36 0.03
C25 0.03 2.24 -0.35
N3 -0.76 1.42 -0.63
C26 -2.60 3.30 4.09
N4 -1.55 2.30 4.27
C27 -2.06 1.26 5.16
N5 -3.31 0.64 4.71
C28 -4.29 1.70 4.51
N6 -3.86 2.75 3.60
C29 -3.73 2.26 2.22
P1 -2.48 0.89 2.04
C30 -1.12 1.75 2.98
C31 -3.10 -0.12 3.47
H28 -2.25 4.07 3.39
H29 -2.79 3.77 5.06
H30 -2.24 1.70 6.14
H31 -1.30 0.48 5.26
H32 -4.50 2.15 5.48
H33 -5.22 1.26 4.12
H34 -3.44 3.08 1.56
H35 -4.69 1.90 1.87
H36 -0.72 2.56 2.36
H37 -0.30 1.05 3.15
H38 -2.40 -0.94 3.68
H39 -4.05 -0.59 3.18
N7 -3.68 0.20 -4.58
C32 -2.77 0.65 -3.68
O1 -2.21 -0.29 -2.96
C33 -2.47 1.99 -3.54
I1 -4.43 2.44 -1.64
H40 -4.03 -0.73 -4.41
H41 -4.34 0.86 -4.94
H42 -2.88 2.71 -4.24
H43 -1.65 2.30 -2.91

Here are the Mulliken charges for atoms 1 to 2, given in e:
1 Ti 0.750
2 C -1.783

This record from OMol25 describes 20 unconnected molecules or ions with the total composition C26H94N38O20. The level of theory is ωB97M-V with the def2-TZVPD basis set.

As for the highest occupied orbital energy: -9.30 eV. The calculation puts the HOMO-LUMO gap at 9.633 eV.

Cartesian coordinates (Å):
C1 5.86 1.46 8.30
C2 6.20 1.17 6.91
C3 6.07 2.32 5.98
O1 4.77 2.65 5.68
C4 4.69 3.91 5.08
N1 7.55 0.62 6.81
H1 6.52 2.25 8.60
H2 5.98 0.69 9.05
H3 4.86 1.89 8.40
H4 5.58 0.36 6.54
H5 6.61 2.02 5.08
H6 6.62 3.13 6.48
H7 3.70 3.99 4.54
H8 5.46 4.10 4.32
H9 4.68 4.68 5.83
H10 7.85 0.48 5.87
H11 8.25 1.13 7.34
C5 -5.36 -2.78 -1.57
C6 -5.99 -3.68 -0.52
C7 -6.04 -2.91 0.83
O2 -6.76 -3.70 1.77
C8 -6.80 -3.09 3.07
N2 -7.28 -4.07 -0.94
H12 -6.02 -1.93 -1.77
H13 -5.38 -3.38 -2.47
H14 -4.35 -2.40 -1.36
H15 -5.31 -4.55 -0.37
H16 -6.52 -1.91 0.76
H17 -5.05 -2.75 1.25
H18 -5.92 -3.35 3.65
H19 -7.67 -3.57 3.53
H20 -6.99 -2.06 3.02
H21 -7.13 -4.75 -1.68
H22 -7.69 -4.61 -0.19
C9 1.58 -0.99 3.36
O3 1.23 -1.76 2.52
N3 1.67 -1.35 4.67
N4 1.84 0.32 3.00
H23 2.12 -0.64 5.25
H24 2.18 -2.20 4.72
H25 2.50 0.84 3.52
H26 1.80 0.49 1.99
C10 2.64 2.48 0.25
O4 1.99 1.48 0.04
N5 2.10 3.55 0.85
N6 3.95 2.58 -0.07
H27 2.56 4.31 1.32
H28 1.11 3.71 0.76
H29 4.34 3.53 -0.01
H30 4.38 1.73 -0.46
C11 -5.12 0.55 2.87
O5 -4.15 1.01 2.30
N7 -6.40 0.92 2.59
N8 -4.95 -0.45 3.80
H31 -7.10 0.25 2.89
H32 -6.54 1.40 1.71
H33 -5.70 -0.96 4.13
H34 -4.10 -0.98 3.69
C12 -1.39 1.52 5.69
O6 -0.81 2.06 6.61
N9 -1.17 0.20 5.42
N10 -2.44 2.17 4.95
H35 -0.52 -0.31 6.04
H36 -1.91 -0.23 4.90
H37 -2.76 1.72 4.11
H38 -2.30 3.12 4.78
C13 -1.31 2.83 0.85
O7 -0.56 3.54 0.19
N11 -2.50 2.56 0.37
N12 -0.97 2.27 2.07
H39 -3.18 2.17 1.04
H40 -2.90 3.14 -0.33
H41 0.04 2.34 2.29
H42 -1.27 1.32 2.17
C14 -0.53 5.11 -3.19
O8 -0.20 5.68 -4.25
N13 0.06 3.94 -2.78
N14 -1.40 5.60 -2.25
H43 0.33 3.28 -3.53
H44 -0.26 3.54 -1.93
H45 -1.34 5.47 -1.28
H46 -1.88 6.42 -2.63
C15 -0.81 -6.76 -0.67
O9 0.07 -6.19 -0.06
N15 -1.22 -6.51 -1.89
N16 -1.50 -7.75 0.01
H47 -2.18 -6.50 -2.18
H48 -0.75 -5.76 -2.36
H49 -1.70 -8.51 -0.63
H50 -1.11 -7.92 0.91
C16 2.33 1.89 -4.20
O10 1.23 2.15 -4.72
N17 3.40 1.64 -4.94
N18 2.54 1.90 -2.88
H51 3.23 1.22 -5.83
H52 4.27 1.42 -4.54
H53 1.77 1.70 -2.26
H54 3.34 1.41 -2.52
C17 1.03 5.19 4.13
O11 2.08 5.49 3.56
N19 -0.17 5.56 3.68
N20 1.08 4.53 5.37
H55 -0.96 5.58 4.26
H56 -0.13 6.35 3.03
H57 1.96 4.20 5.74
H58 0.28 4.09 5.80
C18 -5.36 2.29 -1.80
O12 -6.04 1.82 -0.90
N21 -5.39 3.65 -2.01
N22 -4.40 1.48 -2.52
H59 -4.62 4.06 -2.55
H60 -6.01 4.26 -1.58
H61 -3.90 2.02 -3.25
H62 -4.92 0.64 -2.82
C19 2.70 -4.00 -0.39
O13 3.36 -2.98 -0.59
N23 2.49 -5.01 -1.30
N24 1.95 -4.11 0.80
H63 3.04 -4.90 -2.13
H64 1.85 -5.75 -1.11
H65 1.20 -4.78 0.88
H66 1.93 -3.21 1.32
C20 -1.33 -3.63 -3.51
O14 -1.99 -4.64 -3.88
N25 -2.03 -2.46 -3.38
N26 0.06 -3.51 -3.60
H67 -2.98 -2.67 -3.07
H68 -1.55 -1.69 -2.87
H69 0.58 -4.28 -3.98
H70 0.63 -2.71 -3.48
C21 -2.16 -1.99 1.54
O15 -2.29 -1.99 2.73
N27 -2.60 -0.92 0.79
N28 -1.61 -3.02 0.86
H71 -3.17 -0.34 1.36
H72 -3.03 -1.16 -0.10
H73 -1.15 -3.75 1.38
H74 -1.35 -2.90 -0.15
C22 3.61 -3.17 -4.40
O16 3.70 -4.35 -4.08
N29 3.11 -2.78 -5.64
N30 3.87 -2.18 -3.52
H75 2.97 -3.50 -6.32
H76 2.81 -1.83 -5.87
H77 3.86 -2.69 -2.63
H78 3.28 -1.34 -3.62
C23 0.82 -0.24 -7.10
O17 1.92 -0.14 -6.56
N31 0.41 0.82 -7.89
N32 0.23 -1.47 -7.04
H79 -0.57 0.93 -7.99
H80 0.89 1.70 -7.71
H81 -0.76 -1.56 -7.08
H82 0.66 -1.95 -6.24
C24 -1.98 2.49 -5.14
O18 -3.07 2.83 -4.70
N33 -1.16 3.41 -5.80
N34 -1.41 1.19 -4.88
H83 -0.14 3.20 -5.86
H84 -1.28 4.38 -5.63
H85 -0.40 1.24 -4.77
H86 -2.01 0.51 -4.47
C25 5.87 -0.34 -1.65
O19 5.02 0.55 -1.81
N35 6.93 -0.29 -2.48
N36 5.80 -1.19 -0.57
H87 7.37 -1.17 -2.63
H88 6.85 0.38 -3.22
H89 4.89 -1.37 -0.15
H90 6.36 -2.00 -0.50
C26 0.58 -0.44 -2.01
O20 0.92 -0.55 -3.19
N37 -0.28 0.47 -1.60
N38 0.95 -1.37 -1.12
H91 -0.60 0.66 -0.67
H92 -0.58 1.25 -2.17
H93 1.07 -1.15 -0.14
H94 1.79 -1.83 -1.43

Here are the Mulliken charges for atoms 1 to 2, given in e:
1 C -1.519
2 C 0.730

This record from OMol25 describes a molecular structure, C57H69N4OP2ScSi. The level of theory is ωB97M-V with the def2-TZVPD basis set.

As for the highest occupied orbital energy: -11.77 eV. The calculation puts the HOMO-LUMO gap at 6.036 eV. The total charge is +2.

Cartesian coordinates (Å):
Sc1 -0.85 0.49 -0.95
C1 -3.30 3.53 -2.08
Si1 -2.83 2.34 -0.71
C2 -2.24 3.37 0.79
C3 -3.16 3.94 1.68
C4 -2.76 4.77 2.72
C5 -1.41 5.06 2.89
C6 -0.48 4.51 2.04
C7 -0.88 3.66 1.00
P1 0.32 2.88 -0.10
C8 1.11 4.19 -1.14
C9 1.35 5.53 -0.44
C10 1.78 6.57 -1.47
C11 0.62 6.90 -2.44
C12 -0.38 5.74 -2.50
C13 0.34 4.40 -2.48
C14 1.63 2.08 0.92
C15 2.46 2.89 1.95
C16 2.08 2.52 3.38
C17 2.38 1.05 3.66
C18 1.92 0.12 2.51
C19 0.96 0.86 1.58
C20 -4.47 1.60 -0.12
C21 -5.61 2.40 0.01
C22 -6.81 1.89 0.48
C23 -6.90 0.55 0.81
C24 -5.79 -0.27 0.65
C25 -4.58 0.25 0.19
P2 -3.20 -0.85 -0.24
C26 -3.87 -1.82 -1.68
C27 -4.57 -0.87 -2.69
C28 -5.98 -1.35 -3.03
C29 -5.95 -2.79 -3.55
C30 -5.21 -3.74 -2.58
C31 -4.73 -3.03 -1.31
C32 -2.83 -1.83 1.29
C33 -2.19 -0.82 2.26
C34 -1.93 -1.47 3.62
C35 -3.25 -1.89 4.30
C36 -4.40 -1.99 3.29
C37 -3.93 -2.66 2.00
H1 -4.06 4.22 -1.72
H2 -3.70 2.99 -2.94
H3 -2.45 4.12 -2.42
H4 -4.21 3.71 1.58
H5 -3.50 5.19 3.39
H6 -1.09 5.72 3.69
H7 0.57 4.74 2.19
H8 2.10 3.77 -1.36
H9 2.12 5.43 0.33
H10 0.44 5.87 0.07
H11 2.64 6.19 -2.03
H12 2.12 7.48 -0.97
H13 1.02 7.09 -3.43
H14 0.11 7.80 -2.12
H15 -1.00 5.82 -3.40
H16 -1.07 5.79 -1.65
H17 1.05 4.37 -3.32
H18 -0.37 3.59 -2.66
H19 2.32 1.68 0.17
H20 2.37 3.96 1.77
H21 3.52 2.65 1.80
H22 1.02 2.73 3.55
H23 2.63 3.15 4.08
H24 1.92 0.75 4.60
H25 3.46 0.93 3.80
H26 1.43 -0.77 2.91
H27 2.77 -0.23 1.93
H28 0.06 1.16 2.12
H29 0.64 0.14 0.80
H30 -5.57 3.45 -0.27
H31 -7.67 2.54 0.57
H32 -7.83 0.14 1.18
H33 -5.89 -1.32 0.88
H34 -2.99 -2.22 -2.20
H35 -3.98 -0.84 -3.61
H36 -4.62 0.16 -2.32
H37 -6.43 -0.69 -3.78
H38 -6.61 -1.28 -2.14
H39 -5.45 -2.79 -4.52
H40 -6.96 -3.14 -3.73
H41 -4.34 -4.19 -3.08
H42 -5.85 -4.58 -2.30
H43 -4.16 -3.73 -0.69
H44 -5.60 -2.72 -0.73
H45 -2.04 -2.52 1.00
H46 -2.83 0.06 2.38
H47 -1.24 -0.46 1.84
H48 -1.37 -0.79 4.25
H49 -1.29 -2.35 3.46
H50 -3.51 -1.17 5.08
H51 -3.12 -2.85 4.79
H52 -4.80 -1.00 3.07
H53 -5.23 -2.56 3.72
H54 -4.77 -2.89 1.34
H55 -3.50 -3.63 2.26
C38 10.47 -7.59 0.30
O1 10.42 -6.18 0.10
C39 9.22 -5.60 -0.03
C40 8.00 -6.27 0.06
C41 6.82 -5.57 -0.10
C42 6.82 -4.21 -0.35
C43 8.05 -3.54 -0.43
C44 9.24 -4.22 -0.27
C45 5.56 -3.51 -0.54
N1 4.35 -4.01 -0.32
C46 3.49 -3.00 -0.64
C47 4.16 -1.87 -1.06
N2 5.49 -2.22 -1.00
C48 3.49 -0.72 -1.54
C49 4.11 0.39 -2.14
C50 3.34 1.40 -2.65
C51 1.96 1.34 -2.50
N3 1.35 0.34 -1.88
C52 2.09 -0.71 -1.45
C53 1.36 -1.88 -1.00
N4 0.00 -1.83 -1.06
C54 -0.64 -2.98 -0.89
C55 -0.02 -4.19 -0.56
C56 1.34 -4.21 -0.40
C57 2.06 -3.04 -0.65
H56 11.53 -7.85 0.31
H57 9.98 -8.11 -0.53
H58 10.02 -7.87 1.25
H59 7.97 -7.33 0.26
H60 5.87 -6.09 -0.03
H61 8.10 -2.47 -0.59
H62 10.19 -3.71 -0.32
H63 6.28 -1.65 -1.26
H64 5.19 0.43 -2.23
H65 3.79 2.25 -3.16
H66 1.33 2.12 -2.89
H67 -1.71 -2.97 -1.01
H68 -0.63 -5.08 -0.43
H69 1.87 -5.11 -0.12

Here are the Mulliken charges for atoms 1 to 2, given in e:
1 Sc -1.248
2 C -1.258

This record from OMol25 describes C5H5N3O in the gas phase. The level of theory is ωB97M-V with the def2-TZVPD basis set.

As for the highest occupied orbital energy (alpha / beta): -7.18 / -9.71 eV. Its expectation value of S² is 2.01. Its spin multiplicity is 3. The calculation puts the HOMO-LUMO gap (alpha / beta) at 7.662 / 7.755 eV.

Cartesian coordinates (Å):
C1 0.34 1.62 1.74
C2 -0.69 2.51 0.06
C3 -0.64 0.81 -2.26
C4 -0.07 -0.18 -1.38
C5 -0.38 -0.07 0.10
N1 0.32 2.94 1.87
N2 -0.28 3.49 0.79
N3 -0.26 1.23 0.63
O1 -0.91 1.12 -3.35
H1 0.79 1.11 2.63
H2 -0.40 -1.14 -1.74
H3 1.09 -0.33 -1.42
H4 -1.39 -0.52 0.28
H5 0.21 -0.71 0.63

Here are the Mulliken charges for atoms 1 to 2, given in e:
1 C 0.001
2 C 0.213

This record from OMol25 describes C5H14N2 in the gas phase. The level of theory is ωB97M-V with the def2-TZVPD basis set.

The SMILES is C[C@H](N)CCCN. As for the highest occupied orbital energy: -8.98 eV. The calculation puts the HOMO-LUMO gap at 10.048 eV.

Cartesian coordinates (Å):
C1 -1.72 0.62 -0.99
C2 -1.14 0.45 0.42
N1 -1.91 1.42 1.26
C3 0.36 0.76 0.46
C4 1.17 0.01 -0.62
C5 1.06 -1.49 -0.51
N2 1.78 -2.05 0.68
H1 -2.80 0.67 -0.96
H2 -1.32 1.49 -1.52
H3 -1.41 -0.26 -1.59
H4 -1.37 -0.54 0.78
H5 -1.60 2.35 1.03
H6 -1.85 1.26 2.27
H7 0.45 1.85 0.37
H8 0.84 0.62 1.43
H9 2.21 0.32 -0.42
H10 1.02 0.52 -1.57
H11 0.03 -1.78 -0.33
H12 1.36 -1.99 -1.43
H13 2.34 -2.82 0.32
H14 2.52 -1.40 0.92

Here are the Mulliken charges for atoms 1 to 2, given in e:
1 C -1.376
2 C 0.392

Calculated energy relative to the best compared isomer or geometry (same formula, charge and spin), 12.1 2.3 0.0 22.4 17.4 kcal/mol (same order as the records).